1.
The following is a DFT calculation (ωB97M-V/def2-TZVPD) of a molecular structure, C6H18ClO6Y at a distorted geometry.

## Properties
- ΔE to the lowest compared entry with this formula, charge and spin (eV) = 8.1203
- charge = +2
- calculated total energy (a.u.) = -1188.320117
- maximum force (Eh/bohr) = 0.0360
- gap between HOMO and LUMO (eV) = 1.395

Positions of all 32 atoms, in Å:
Y  -2.7002  -1.8565  -6.0355
Cl  -2.9264  -0.3734  -1.3284
C  0.1675  -6.5550  -6.9826
C  -0.1269  -6.7772  -5.5364
O  -0.3146  -5.4876  -4.9215
O  -0.6103  -5.5534  -7.5509
H  0.0182  -7.5055  -7.4948
H  1.2118  -6.2506  -7.0521
H  0.6812  -7.3923  -5.1405
H  -1.0250  -7.3811  -5.4071
H  -0.3379  -5.6374  -3.9735
H  -0.7191  -5.7821  -8.4769
C  -3.5544  7.3314  2.9844
C  -3.1982  5.9294  2.5409
O  -4.3338  5.2860  1.9321
O  -4.1858  7.3265  4.2186
H  -4.0953  7.9008  2.2285
H  -2.6385  7.9184  3.0518
H  -2.7533  5.2986  3.3104
H  -2.4802  5.9545  1.7212
H  -4.1230  4.3735  1.7213
H  -5.1408  7.2721  4.1374
C  4.7542  -0.1214  4.9266
C  3.9043  0.2581  3.6785
O  2.4987  0.2277  3.8155
O  6.1451  0.1761  4.6975
H  4.5925  -1.1552  5.2317
H  4.5208  0.5207  5.7760
H  4.1425  -0.4284  2.8661
H  4.1850  1.2671  3.3762
H  2.1121  0.0990  2.9463
H  6.3297  1.1173  4.7391

Mulliken population analysis, charges in e, atoms 1 to 4:
1. Y 1.575
2. Cl -0.142
3. C -0.416
4. C -0.401

2.
The following is a DFT calculation (ωB97M-V/def2-TZVPD) of 4 unconnected molecules or ions with the total composition C6H18IO3 at a distorted geometry.

## Properties
- ΔE to the lowest compared entry with this formula, charge and spin (eV) = 1.7760
- charge = -1
- calculated total energy (a.u.) = -762.843418
- maximum force (Eh/bohr) = 0.0513
- gap between HOMO and LUMO (eV) = 6.344

Positions of all 28 atoms, in Å:
I  3.0053  1.4874  -0.0479
C  3.8979  -5.7785  -2.0107
C  4.3791  -5.4326  -0.6060
O  3.2809  -4.8180  0.1110
H  3.0564  -6.4711  -1.9938
H  4.7088  -6.3747  -2.4291
H  3.8309  -4.8314  -2.5461
H  5.0509  -4.5743  -0.6090
H  4.7474  -6.2507  0.0129
H  3.2537  -3.8666  -0.0139
C  -2.9642  4.9225  -2.4781
C  -1.6723  5.7117  -2.4275
O  -0.6835  4.9757  -3.1428
H  -3.3397  4.8780  -3.5004
H  -3.7201  5.1565  -1.7284
H  -2.8002  3.8624  -2.2847
H  -1.3372  5.8245  -1.3964
H  -1.6478  6.6952  -2.8968
H  -0.6231  4.1829  -2.6049
C  -2.1405  -0.8000  3.7861
C  -2.7543  0.5879  3.4371
O  -1.8353  1.6190  3.8106
H  -1.1932  -0.9676  3.2738
H  -2.7869  -1.6351  3.5164
H  -2.0252  -0.9795  4.8551
H  -3.6162  0.8185  4.0632
H  -3.0952  0.6642  2.4046
H  -0.9763  1.3937  3.4460

Mulliken population analysis, charges in e, atoms 1 to 4:
1. I -0.995
2. C -0.821
3. C -0.309
4. O -0.555

3.
The following is a DFT calculation (ωB97M-V/def2-TZVPD) of a molecular structure, C6H18KO3 at a distorted geometry.

## Properties
- ΔE to the lowest compared entry with this formula, charge and spin (eV) = 4.1170
- charge = +1
- calculated total energy (a.u.) = -1064.753704
- maximum force (Eh/bohr) = 0.1057
- gap between HOMO and LUMO (eV) = 11.176

Positions of all 28 atoms, in Å:
K  0.2690  0.2991  1.3645
C  -3.4722  1.3943  -0.7144
C  -1.9141  1.4429  -0.8197
O  -1.4468  0.6930  0.3623
H  -3.9845  0.5815  -1.2291
H  -4.0282  2.2495  -1.0987
H  -3.7436  1.2779  0.3348
H  -1.4557  2.4252  -0.9345
H  -1.6761  0.8101  -1.6746
H  -1.6799  -0.2286  0.2288
C  1.5784  -2.7847  0.5072
C  0.8930  -2.8274  1.9421
O  0.5491  -1.5507  2.3929
H  2.6468  -2.5952  0.6113
H  0.9380  -2.1471  -0.1021
H  1.4314  -3.8026  0.1461
H  1.4884  -3.2599  2.7462
H  -0.0456  -3.3814  1.9326
H  0.0408  -1.4528  3.2014
C  1.6509  2.3640  -0.5155
C  1.7159  1.0463  -1.4516
O  0.7513  0.1380  -0.8725
H  2.0984  2.2204  0.4679
H  0.5957  2.6109  -0.3978
H  2.0983  3.2087  -1.0394
H  2.6862  0.5608  -1.3471
H  1.4144  1.2253  -2.4837
H  0.6007  -0.5176  -1.5573

Mulliken population analysis, charges in e, atoms 1 to 4:
1. K 0.915
2. C -1.139
3. C -0.257
4. O -0.571

4.
The following is a DFT calculation (ωB97M-V/def2-TZVPD) of a molecular structure, C6H18MnN5O11 at a distorted geometry.

## Properties
- ΔE to the lowest compared entry with this formula, charge and spin (eV) = 0.0000
- charge = +1
- calculated total energy (a.u.) = -2491.047166
- maximum force (Eh/bohr) = 0.0707
- gap between HOMO and LUMO (spin up / spin down) (eV) = 7.603 / 7.533
- spin multiplicity = 6

Positions of all 41 atoms, in Å:
Mn  1.4138  1.5540  -2.4237
C  -0.3788  -0.2644  -0.2623
O  0.6357  0.1678  -1.0955
H  -0.0523  -0.1081  0.7781
H  -1.3786  0.1690  -0.3871
H  -0.5477  -1.3498  -0.3056
C  -4.7001  0.0126  -0.6965
N  -4.5277  1.2045  -1.5614
O  -4.3370  1.0851  -2.7476
O  -4.5916  2.2647  -0.9696
H  -3.7292  -0.1637  -0.2391
H  -4.9107  -0.8955  -1.2572
H  -5.5258  0.2323  -0.0302
C  -0.1673  3.4775  0.9697
N  -0.1561  3.6835  -0.4982
O  0.8156  3.2032  -1.1048
O  -1.1057  4.1827  -1.0234
H  -0.4631  2.4646  1.2197
H  -0.7830  4.2431  1.4368
H  0.8225  3.7619  1.3277
C  1.5923  -2.9701  -2.1631
N  0.8149  -2.8716  -3.4428
O  1.4337  -3.0794  -4.4611
O  -0.3842  -2.6782  -3.3244
H  2.1874  -3.8736  -2.2439
H  0.8894  -3.0289  -1.3400
H  2.1394  -2.0310  -2.1461
C  3.7319  0.1723  0.4985
N  3.8059  1.5202  -0.1299
O  3.1150  1.8010  -1.1169
O  4.5330  2.3225  0.3878
H  3.0940  0.1726  1.3763
H  4.7556  -0.1030  0.7359
H  3.3680  -0.4960  -0.2783
C  -0.6868  -2.2213  3.4146
N  0.4339  -1.7066  4.2581
O  0.4559  -0.5078  4.4358
O  1.2111  -2.5137  4.7254
H  -0.3951  -3.0809  2.8223
H  -0.9251  -1.4011  2.7419
H  -1.5032  -2.3506  4.1204

Mulliken population analysis, charges in e, atoms 1 to 4:
1. Mn 1.043
2. C -0.446
3. O -0.240
4. H 0.137

5.
The following is a DFT calculation (ωB97M-V/def2-TZVPD) of 3 unconnected molecules or ions with the total composition C6H18N2O at a distorted geometry.

## Properties
- ΔE to the lowest compared entry with this formula, charge and spin (eV) = 8.9404
- SMILES = C=CC.CNC.CON
- calculated total energy (a.u.) = -423.821302
- maximum force (Eh/bohr) = 0.1602
- gap between HOMO and LUMO (eV) = 7.305

Positions of all 27 atoms, in Å:
C  -0.0746  -2.2565  0.2835
C  1.2292  -1.8249  0.5725
C  1.7567  -1.7752  1.9798
H  -0.6944  -2.5791  1.1144
H  -0.2428  -2.8570  -0.6013
H  2.0002  -2.1058  -0.1397
H  2.4146  -0.9191  2.1393
H  2.3566  -2.6658  2.1755
H  0.9551  -1.6890  2.7132
C  0.8556  1.1849  0.8245
N  1.0471  0.1288  -0.1607
C  1.9114  0.5423  -1.2538
H  0.1640  0.8373  1.5899
H  1.8107  1.4307  1.2929
H  0.4333  2.0838  0.3611
H  0.0695  -0.2253  -0.4901
H  2.9296  0.7334  -0.9067
H  1.9377  -0.2128  -2.0370
H  1.5712  1.4831  -1.7038
C  -3.2127  0.4122  -1.4924
O  -2.1618  1.3720  -1.4389
N  -1.9122  2.3732  -0.3423
H  -3.9043  0.7193  -0.6951
H  -2.6314  -0.5144  -1.5057
H  -3.9230  0.6481  -2.2958
H  -1.7339  3.0508  0.3955
H  -2.9511  2.6250  -0.3786

Mulliken population analysis, charges in e, atoms 1 to 4:
1. C -1.282
2. C 0.726
3. C -1.273
4. H 0.270

6.
The following is a DFT calculation (ωB97M-V/def2-TZVPD) of 3 unconnected molecules or ions with the total composition C6H18N3O5P2.

## Properties
- charge = -1
- calculated total energy (a.u.) = -1462.733449
- maximum force (Eh/bohr) = 0.0062
- gap between HOMO and LUMO (eV) = 5.241

Positions of all 34 atoms, in Å:
N  -4.6460  5.2782  4.0074
P  -3.2559  5.1474  4.8271
P  -1.7621  3.9950  3.6381
O  -0.5186  3.5650  4.3215
O  -1.4006  4.7985  2.2392
O  -2.5499  2.7276  3.0074
H  -4.5386  5.5184  3.0243
H  -2.3951  6.3034  4.5625
H  -1.8721  5.6413  2.2476
H  -2.4495  2.6781  2.0475
C  -0.4006  0.2864  2.5197
C  -1.1966  -0.0662  1.2855
O  -2.2093  0.5354  0.9616
N  -0.7457  -1.1022  0.5230
C  0.4240  -1.9339  0.7267
H  -0.8802  1.1199  3.0236
H  -0.3532  -0.5641  3.2023
H  0.6201  0.5697  2.2581
H  -1.3190  -1.2848  -0.2849
H  1.1022  -1.8621  -0.1230
H  0.1375  -2.9830  0.8357
H  0.9383  -1.6242  1.6309
C  2.4956  -1.5717  -3.8566
C  2.1537  -2.8685  -3.1584
O  1.8068  -2.8939  -1.9910
N  2.2435  -4.0176  -3.8819
C  2.6314  -4.1743  -5.2659
H  2.3684  -0.7674  -3.1391
H  3.5263  -1.5750  -4.2134
H  1.8377  -1.3972  -4.7087
H  2.0003  -4.8429  -3.3572
H  1.8280  -4.6241  -5.8524
H  3.5174  -4.8056  -5.3585
H  2.8617  -3.2058  -5.6985

Mulliken population analysis, charges in e, atoms 1 to 4:
1. N -0.712
2. P -0.056
3. P 0.760
4. O -0.738

7.
The following is a DFT calculation (ωB97M-V/def2-TZVPD) of 2 unconnected molecules or ions with the total composition C6H18N3Si2 at a distorted geometry.

## Properties
- ΔE to the lowest compared entry with this formula, charge and spin (eV) = 2.0679
- charge = +1
- calculated total energy (a.u.) = -982.327224
- maximum force (Eh/bohr) = 0.0778
- gap between HOMO and LUMO (spin up / spin down) (eV) = 6.548 / 6.394

Positions of all 29 atoms, in Å:
C  -0.7940  -1.6182  -1.5447
C  2.1628  -0.7954  -2.4568
C  -0.2372  1.3825  -2.4144
C  0.6802  -0.6706  2.9810
C  -0.2217  2.2822  1.8026
C  -2.0189  -0.1935  1.6234
N  2.9879  1.5883  -0.5781
N  2.3512  1.3206  0.2642
N  0.6475  0.1081  0.1486
Si  0.5454  -0.1606  -1.5475
Si  -0.1780  0.3631  1.6276
H  -1.6026  -1.5123  -0.9005
H  -1.0793  -1.8614  -2.5306
H  -0.3137  -2.5464  -1.1505
H  3.0489  -0.8948  -1.8717
H  1.9246  -1.7242  -2.8761
H  2.2966  -0.1413  -3.2858
H  0.5317  2.2025  -2.3419
H  -0.3659  1.3061  -3.4384
H  -1.0451  1.8423  -1.9468
H  0.3341  -0.6622  4.0379
H  0.5796  -1.7555  2.8925
H  1.6977  -0.6454  3.1609
H  0.6083  2.6853  1.3176
H  -1.1287  2.7322  1.6593
H  -0.2604  2.4266  2.8346
H  -2.3643  0.2032  0.6978
H  -1.8351  -1.2039  1.9909
H  -2.3783  0.4968  2.3252

Mulliken population analysis, charges in e, atoms 1 to 4:
1. C -1.105
2. C -1.224
3. C -1.090
4. C -1.334

8.
The following is a DFT calculation (ωB97M-V/def2-TZVPD) of 3 unconnected molecules or ions with the total composition C6H18N7 at a distorted geometry.

## Properties
- ΔE to the lowest compared entry with this formula, charge and spin (eV) = 0.0000
- charge = +1
- calculated total energy (a.u.) = -622.426981
- maximum force (Eh/bohr) = 0.0871
- gap between HOMO and LUMO (eV) = 8.680

Positions of all 31 atoms, in Å:
C  -1.5720  1.6629  -3.5315
C  2.4187  -1.5584  2.0701
C  1.0997  -1.5603  1.1103
C  -1.0740  1.2550  -0.9621
C  -0.4082  0.2561  -1.5538
C  0.2092  -0.3556  1.4755
N  -0.8592  2.4780  -3.9050
N  -0.3492  2.4435  -0.6107
N  -2.3316  1.0867  -0.3066
N  -1.1980  -0.9780  -1.8277
N  1.0154  0.1726  -1.7740
N  0.8830  0.7413  1.5806
N  -1.1227  -0.3004  1.5879
H  2.1789  -1.6936  3.1013
H  2.9908  -2.3704  1.7778
H  2.7290  -0.5853  2.0606
H  1.3899  -1.3900  0.1256
H  0.6014  -2.5522  1.0476
H  -0.9696  3.1238  -0.1985
H  0.1693  2.7921  -1.4438
H  -2.8172  0.2750  -0.7539
H  -2.9581  1.8920  -0.4667
H  -2.2569  0.9200  -3.1230
H  -1.2348  -0.9846  -2.8306
H  1.4221  1.1110  -1.6357
H  1.0923  -0.1291  -2.7774
H  0.3522  1.6734  1.4878
H  1.8228  0.6770  1.2354
H  -1.5779  -1.1497  1.4602
H  -0.6945  -1.8016  -1.3812
H  -1.6150  0.6195  1.7232

Mulliken population analysis, charges in e, atoms 1 to 4:
1. C 0.338
2. C -1.179
3. C -0.856
4. C -0.482

> Which of these has the highest maximum force?

C6H18N2O